79
Properties=species:S:1:pos:R:3:mulliken_charge:R:1 method="wB97M-V/def2-TZVPD" orbital_gap_ev="4.205 / 5.437" energy_ha=-7300.62289 largest_force_ev_per_a=4.01 e_homo_ev="-13.071 / -13.189" total_charge=+2 relative_energy_kcal_mol=118.8
C -3.916 -2.300 -2.934 -0.240
C -3.068 -3.377 -2.624 0.697
C -2.063 -3.702 -3.545 -0.331
C -1.715 -2.740 -4.501 -0.473
N -2.361 -1.571 -4.605 -0.437
C -3.498 -1.398 -3.922 -0.520
C -3.007 -3.921 -1.299 -0.519
C -2.840 -4.079 -0.085 -0.553
C -2.330 -3.301 1.037 0.791
C -2.230 -1.874 0.940 -0.287
C -1.998 -1.187 2.200 -0.831
C -1.102 -1.904 3.002 0.189
C -1.095 -3.266 3.194 -0.475
C -1.889 -3.953 2.206 -0.446
Pb 0.196 -0.160 2.236 1.251
P 0.101 1.115 -1.639 0.647
H -1.510 -4.639 -3.454 0.458
H -4.836 -2.121 -2.373 0.449
H -0.843 -2.902 -5.150 0.380
H -4.068 -0.476 -4.114 0.434
H -2.139 -5.014 2.340 0.488
H -2.448 -1.343 -0.014 0.472
H -0.450 -3.837 3.924 0.470
H -2.441 -0.209 2.511 0.525
C 1.238 2.583 -1.837 -0.663
C 1.798 2.942 -3.209 -1.414
H 2.075 2.336 -1.160 0.347
H 0.734 3.461 -1.399 0.545
H 2.506 3.780 -3.115 0.433
H 2.343 2.107 -3.662 0.280
H 1.013 3.268 -3.901 0.266
C 0.657 -0.097 -2.934 -0.156
C 0.300 0.130 -4.404 -1.315
H 0.191 -1.044 -2.608 0.266
H 1.747 -0.249 -2.823 0.140
H 0.819 -0.618 -5.031 0.392
H -0.779 -0.009 -4.587 0.191
H 0.615 1.122 -4.761 0.254
C -1.550 1.718 -2.232 -0.206
C -1.635 2.792 -3.319 -1.363
H -2.009 2.122 -1.313 0.477
H -2.159 0.847 -2.522 -0.011
H -2.693 3.074 -3.472 0.424
H -1.086 3.703 -3.034 0.302
H -1.256 2.432 -4.288 0.247
Br 1.587 -1.283 4.082 -0.482
P 3.001 -1.144 0.564 0.630
C 4.023 -0.860 -0.891 -0.327
C 5.523 -0.854 -0.732 -1.376
H 3.695 0.109 -1.291 0.254
H 3.726 -1.575 -1.656 0.492
H 5.993 -0.666 -1.702 0.425
H 5.845 -0.067 -0.052 0.321
H 5.907 -1.809 -0.378 0.293
C 3.965 -0.694 2.055 -0.439
C 4.847 -1.747 2.732 -1.339
H 3.233 -0.394 2.834 0.207
H 4.552 0.209 1.858 0.496
H 5.337 -1.293 3.611 0.419
H 4.259 -2.599 3.107 0.307
H 5.648 -2.125 2.080 0.273
C 2.602 -2.898 0.749 -0.368
C 3.623 -3.895 0.274 -1.367
H 1.666 -3.057 0.203 0.529
H 2.323 -3.090 1.786 0.320
H 3.247 -4.912 0.413 0.411
H 3.840 -3.781 -0.785 0.345
H 4.557 -3.841 0.830 0.275
Br 1.145 5.958 3.221 -0.117
C -0.067 4.491 3.191 -0.226
C -1.300 4.562 3.877 -0.076
C -2.177 3.476 3.820 -0.935
C -1.791 2.344 3.102 0.025
N -0.586 2.276 2.529 -0.176
C 0.267 3.328 2.490 -0.194
H -1.527 5.477 4.427 0.454
H -3.142 3.490 4.321 0.456
H -2.492 1.504 3.046 0.434
H 1.193 3.218 1.924 0.482

***

100
Properties=species:S:1:pos:R:3:mulliken_charge:R:1 method="wB97M-V/def2-TZVPD" orbital_gap_ev=2.005 energy_ha=-14267.12626 largest_force_ev_per_a=4.98 e_homo_ev=-9.744 total_charge=+2 relative_energy_kcal_mol=0.0
C 3.017 -1.686 0.438 -0.343
C 2.139 -0.888 -0.589 0.538
O 0.842 -0.777 0.023 0.164
C -0.164 -0.396 -0.949 -1.240
C -0.601 -1.692 -1.707 1.123
C -0.430 -1.823 -3.170 0.637
C 0.180 -0.735 -4.101 -1.068
C -0.487 0.702 -3.993 -0.729
C -1.990 0.704 -3.537 -0.461
N -2.856 -0.236 -4.304 -0.578
C -0.830 -3.101 -3.838 0.414
F -0.676 -3.293 -5.180 -0.371
C -1.370 -4.210 -3.088 0.495
C -1.564 -4.008 -1.568 1.707
C -1.191 -2.779 -0.866 -0.563
C -1.406 -2.644 0.656 -0.932
Br -3.370 -2.610 0.955 -0.051
C -0.712 -3.781 1.518 0.993
C -1.409 -3.801 2.956 -1.370
C -2.160 -5.324 -1.084 -0.425
O -2.815 -5.593 -0.028 -0.561
N -1.781 -6.300 -2.172 0.091
C -0.506 -7.041 -1.890 0.196
O 0.192 -7.367 -2.797 -0.356
N -0.060 -7.382 -0.533 -0.056
C -0.710 -8.575 0.031 0.537
O -1.896 -8.674 0.318 -0.482
F 0.041 -9.659 0.324 -0.161
C -1.817 -5.618 -3.513 -0.509
O -2.123 -6.082 -4.567 -0.509
H 2.567 -2.681 0.682 0.329
H 4.017 -1.897 -0.030 0.385
H 3.227 -1.057 1.367 -0.151
H 2.129 -1.477 -1.565 -0.744
H 2.576 0.131 -0.796 0.217
H 0.303 0.386 -1.598 -0.041
H -1.061 0.075 -0.447 0.457
H 0.104 -1.094 -5.166 0.447
H 1.291 -0.659 -3.901 0.070
H -0.462 1.137 -5.036 0.440
H 0.183 1.365 -3.382 0.385
H -2.381 1.744 -3.748 0.492
H -2.114 0.582 -2.419 0.128
H -3.675 0.298 -4.621 0.300
H -3.262 -0.862 -3.594 0.194
H -1.046 -1.667 1.074 0.856
H -0.761 -4.794 1.030 -0.737
H 0.384 -3.549 1.664 0.104
H -2.342 -4.410 2.977 0.334
H -0.693 -4.230 3.717 0.417
H -1.567 -2.726 3.251 0.378
H -0.087 -6.586 0.115 0.395
O -2.738 0.409 2.266 -0.790
H -3.537 -0.080 2.060 0.150
Mg 2.293 0.198 1.852 0.176
Br 3.542 -2.892 -2.588 -0.100
C 5.000 -2.607 -3.855 -0.609
C 5.843 -1.426 -3.454 -0.610
Br 4.952 0.253 -3.879 -0.127
H 4.548 -2.500 -4.839 0.391
H 5.586 -3.526 -3.828 0.388
H 6.773 -1.408 -4.022 0.379
H 6.072 -1.403 -2.391 0.340
Cl 2.274 3.503 4.923 -0.060
C 1.579 5.056 4.383 -0.408
C 0.934 4.946 3.019 0.177
Cl 2.136 4.684 1.725 -0.215
H 2.373 5.802 4.394 0.339
H 0.831 5.343 5.122 0.149
H 0.409 5.873 2.783 -0.263
H 0.214 4.129 2.982 0.341
C -3.467 -8.811 -7.166 0.313
Cl -5.114 -9.384 -6.867 -0.111
Cl -2.283 -9.996 -6.595 -0.121
Cl -3.228 -8.469 -8.878 -0.093
H -3.322 -7.889 -6.611 0.019
C 5.169 2.431 6.728 0.872
O 4.514 3.428 7.032 -0.461
O 6.413 2.321 6.864 -0.407
O 4.685 1.367 6.234 -0.724
C -1.914 9.568 3.102 -0.257
C -1.726 9.588 1.596 -0.672
C -0.936 8.313 1.360 -0.421
O -1.335 7.385 2.379 -0.389
C -2.096 8.087 3.375 -0.128
H -2.753 10.170 3.447 0.320
H -1.007 9.930 3.594 0.109
H -2.699 9.524 1.100 0.275
H -1.215 10.479 1.228 0.344
H 0.140 8.487 1.465 0.261
H -1.124 7.879 0.376 0.318
H -3.145 7.789 3.268 0.258
H -1.754 7.800 4.370 -0.033
Na 2.769 0.858 6.694 0.948
Ca -3.311 -7.664 -1.962 1.330
C -0.115 9.887 6.841 -0.365
Cl -0.191 8.165 6.440 -0.100
Cl -1.620 10.709 6.417 -0.134
H 0.057 9.993 7.909 0.355
H 0.704 10.342 6.289 0.260

***

84
Properties=species:S:1:pos:R:3:mulliken_charge:R:1 method="wB97M-V/def2-TZVPD" orbital_gap_ev=8.800 energy_ha=-1952.46919 smiles="CCN(CC)CCCN(C(=O)Cn1nnc(-c2ccc(OC)c(OC)c2)n1)[C@@H](C(=O)NC(C)(C)C)c1ccc(F)cc1" largest_force_ev_per_a=1.10 e_homo_ev=-8.161 relative_energy_kcal_mol=7.8
C -1.908 -4.019 0.553 -1.106
H -1.921 -2.977 0.863 0.052
H -2.853 -4.247 0.066 0.468
C -0.764 -4.260 -0.428 -0.685
N 0.511 -3.777 0.089 0.900
C 1.054 -4.592 1.170 -0.614
H 1.902 -4.045 1.596 0.329
H 0.286 -4.663 1.942 0.488
C 1.522 -6.005 0.806 -1.372
H 1.880 -6.503 1.703 0.435
H 2.336 -5.976 0.085 0.286
H 0.709 -6.596 0.392 0.295
C 1.504 -3.512 -0.942 -1.470
H 1.707 -4.401 -1.563 0.254
C 1.141 -2.363 -1.891 -1.250
H 2.025 -2.144 -2.493 0.554
H 0.355 -2.675 -2.578 0.579
C 0.659 -1.091 -1.186 -0.464
N 1.716 -0.419 -0.450 0.771
C 1.854 -0.399 0.885 0.792
O 2.747 0.208 1.454 -0.715
C 0.781 -1.116 1.717 -1.912
N -0.391 -0.293 1.709 1.186
N -0.453 0.897 2.248 -0.909
N -1.613 1.379 1.980 -0.447
C -2.268 0.447 1.253 0.168
N -1.495 -0.623 1.073 -0.410
C -3.610 0.600 0.745 0.603
C -4.323 1.767 0.988 -1.384
C -5.607 1.893 0.498 -0.409
C -6.216 0.881 -0.239 1.308
C -5.491 -0.302 -0.495 0.509
C -4.201 -0.417 0.004 -0.800
H -3.660 -1.327 -0.197 0.567
O -5.909 -1.397 -1.190 -0.456
C -7.158 -1.431 -1.843 -0.801
H -7.988 -1.363 -1.137 0.271
H -7.249 -0.636 -2.586 0.292
H -7.187 -2.399 -2.344 0.275
O -7.493 0.981 -0.725 -0.461
C -8.222 2.160 -0.489 -0.964
H -9.186 2.004 -0.972 0.261
H -7.734 3.033 -0.933 0.361
H -8.378 2.332 0.581 0.358
H -6.147 2.805 0.699 0.406
H -3.870 2.560 1.559 0.477
H 0.523 -2.101 1.316 0.535
H 1.160 -1.182 2.739 0.452
C 2.580 0.441 -1.266 0.481
C 4.038 0.388 -0.874 -0.285
C 4.630 -0.836 -0.585 -0.035
C 5.971 -0.920 -0.267 -0.860
C 6.724 0.239 -0.258 0.231
C 6.171 1.466 -0.568 -0.845
C 4.824 1.533 -0.877 -0.478
H 4.388 2.487 -1.130 0.467
H 6.788 2.350 -0.564 0.468
F 8.037 0.166 0.047 -0.344
H 6.434 -1.865 -0.030 0.461
H 4.033 -1.736 -0.599 0.383
H 2.503 0.080 -2.299 0.745
C 1.975 1.870 -1.277 -0.495
O 1.529 2.334 -2.309 -0.692
N 1.958 2.455 -0.076 0.573
H 2.408 1.971 0.692 0.417
C 1.384 3.767 0.230 1.361
C 2.183 4.846 -0.508 -1.849
H 1.777 5.829 -0.290 0.471
H 2.129 4.674 -1.579 0.368
H 3.226 4.822 -0.197 0.341
C -0.084 3.805 -0.200 -1.432
H -0.662 3.074 0.360 0.172
H -0.500 4.790 -0.008 0.472
H -0.169 3.589 -1.262 0.390
C 1.490 3.947 1.742 -1.755
H 0.928 3.167 2.252 0.293
H 1.082 4.912 2.031 0.449
H 2.529 3.900 2.062 0.442
H -0.172 -1.345 -0.533 0.001
H 0.285 -0.387 -1.937 0.489
H 2.429 -3.255 -0.418 0.884
H -0.721 -5.327 -0.697 0.369
H -0.983 -3.704 -1.340 0.382
H -1.824 -4.649 1.434 0.353